A cluster of 2 separate species, H3OS2 in total in a non-equilibrium geometry. Source: the OMol25 dataset; level of theory: ωB97M-V/def2-TZVPD.

Its HOMO-LUMO gap is 6.20 eV. As for the net charge: -1.

```
6
Properties=species:S:1:pos:R:3:forces:R:3:nbo_charge:R:1
O -0.02627 -0.19893 1.69430 0.391 0.709 0.591 -0.9797
H -0.29207 -1.00960 2.12021 -0.230 -0.315 -0.269 0.4563
S -0.87362 -0.59919 -1.77671 0.202 0.198 0.233 -0.7831
S 0.87465 0.56660 -1.93130 -0.179 -0.131 -0.040 -0.2836
H -0.39267 -0.18313 0.80216 -0.184 -0.459 -0.505 0.5055
H 0.70998 1.42424 -0.90867 -0.001 -0.002 -0.010 0.0845
```
Positions in Å, forces in eV/Å.

=====

A structure of composition C15H24BF4N2O3PPt. Source: the OMol25 dataset; level of theory: ωB97M-V/def2-TZVPD.

Its HOMO-LUMO gap (spin up / spin down) is 4.99 / 5.00 eV. As for the net charge: +2.

```
51
Properties=species:S:1:pos:R:3:forces:R:3:mulliken_charge:R:1
Pt 0.38750 0.34842 -0.76302 -0.058 0.562 -0.418 1.2749
C -3.51100 -2.75735 1.74094 -0.023 -0.031 -0.001 -0.8441
C -2.70854 -1.68783 2.09016 -0.016 0.005 -0.013 -0.8548
C -1.80239 -1.11437 1.16470 0.028 -0.021 -0.119 -0.5442
C -1.66350 -1.65365 -0.09550 -0.042 0.139 0.204 1.4379
C -0.69812 -1.13335 -1.04722 0.057 -0.133 0.406 -0.3159
C -0.56955 -1.82710 -2.31982 -0.016 -0.067 -0.118 -0.1014
C -1.42617 -2.81505 -2.67723 0.117 0.049 -0.043 -1.0105
C -2.38532 -3.29316 -1.73787 -0.063 -0.025 0.070 -0.3101
C -2.49401 -2.75527 -0.46708 0.015 0.004 0.014 0.7336
C -3.41962 -3.28535 0.45997 -0.001 0.018 0.029 -0.6420
H -4.20636 -3.17699 2.45442 0.009 0.002 -0.002 0.4483
H -2.75479 -1.26751 3.08608 -0.009 -0.009 -0.002 0.5161
H -1.21729 -0.25681 1.45824 0.014 0.020 0.016 0.6667
H 0.21167 -1.50838 -2.99769 -0.028 -0.015 -0.024 0.4471
H -1.36639 -3.28020 -3.65168 0.019 0.007 0.004 0.4540
H -3.02427 -4.12381 -2.01790 -0.003 0.006 -0.003 0.4853
H -4.05690 -4.10845 0.15938 0.006 0.002 -0.007 0.4646
N 2.17097 2.15810 2.11110 -0.040 -0.025 0.037 -0.0605
C 3.21432 1.19958 1.63238 0.061 -0.013 -0.010 -0.9282
P 2.98142 0.89445 -0.16484 0.023 -0.109 0.198 1.3608
O 2.45802 -0.47544 -0.60991 0.002 0.004 -0.081 -1.0804
O 2.06942 1.99123 -0.64360 -0.117 -0.070 0.111 -1.0218
C 4.69314 0.91308 -0.87009 -0.031 0.012 -0.082 -0.9062
N 4.82434 -0.26225 -1.80557 0.000 0.018 -0.018 -0.2019
H 1.29874 1.68155 2.46708 -0.005 -0.041 -0.023 0.0957
H 1.89183 2.78380 1.34652 -0.004 0.009 -0.001 0.4472
H 2.52104 2.71194 2.89345 0.007 0.004 0.002 0.4152
H 3.15547 0.28561 2.22058 -0.004 -0.009 0.004 0.3119
H 4.18892 1.66549 1.78372 0.007 -0.003 -0.009 0.6898
H 5.45234 0.82691 -0.09624 0.001 -0.021 0.003 0.4395
H 4.86054 1.83501 -1.42381 0.018 0.014 0.021 0.4010
H 3.99067 -0.86463 -1.65312 -0.006 0.001 0.015 0.3143
H 5.67266 -0.80349 -1.63306 0.004 0.002 0.000 0.3755
H 4.83703 0.02833 -2.78418 -0.005 0.001 -0.002 0.3754
F 1.79996 -0.22723 4.03131 0.023 0.037 0.026 -0.3244
B 0.65165 -0.32454 3.26948 0.026 -0.064 -0.129 0.2432
F -0.26523 -1.24767 3.69048 0.005 0.009 0.018 -0.2830
F 0.04477 0.98574 3.18891 -0.003 0.094 -0.007 -0.5250
F 1.04663 -0.58554 1.91080 0.068 -0.159 0.023 -0.2162
C -2.89374 2.92273 -0.26731 0.015 -0.066 -0.035 -1.5839
C -2.23200 1.74640 -0.96484 0.076 0.260 -0.280 1.0482
C -2.22363 1.89533 -2.47437 0.015 -0.022 -0.037 -1.3499
O -0.90438 1.68603 -0.43385 -0.156 -0.359 0.286 -0.5341
H -3.90171 3.06795 -0.65491 -0.014 -0.010 0.002 0.4081
H -2.32100 3.83184 -0.45023 -0.012 0.014 -0.005 0.3590
H -2.95454 2.75272 0.80662 0.022 0.020 0.011 0.3812
H -2.75391 0.82205 -0.68828 0.037 -0.065 -0.054 0.0116
H -1.73504 2.82670 -2.76159 0.005 0.010 0.002 0.3320
H -3.24252 1.90614 -2.86003 -0.022 0.023 -0.003 0.4295
H -1.69114 1.06830 -2.95150 -0.001 -0.011 0.024 0.2712
```
Positions in Å, forces in eV/Å.

=====

A structure of composition C14H24N4O4S in a non-equilibrium geometry. Source: the OMol25 dataset; level of theory: ωB97M-V/def2-TZVPD.

Its HOMO-LUMO gap is 8.55 eV. As for the net charge: 0.

```
47
Properties=species:S:1:pos:R:3:forces:R:3:nbo_charge:R:1
C -0.68519 1.54370 2.86993 2.611 4.902 -2.939 -0.6354
H -1.36636 1.04372 3.45006 -1.278 -1.442 1.530 0.2084
H 0.08979 0.95244 2.28914 -1.156 0.591 1.300 0.2670
H -0.19411 2.45373 3.40981 -0.401 -2.033 -0.182 0.1915
C -1.52435 2.44239 1.79533 4.622 -7.761 0.205 0.3540
C -2.49645 3.21028 2.44306 4.250 7.837 -10.215 -0.6292
H -2.00852 3.96224 3.00361 0.699 1.244 0.223 0.2431
H -3.02938 2.81105 3.02321 -7.954 -6.381 7.923 0.2049
H -3.03036 3.65860 1.51810 -0.049 -0.006 1.998 0.2068
C -0.64201 2.93220 0.70360 3.714 1.216 -1.226 -0.7032
H 0.24053 2.06431 0.16695 -3.604 2.606 1.629 0.2841
H 0.15465 3.72642 1.12251 -1.939 -1.545 -0.606 0.2393
H -1.28366 3.51687 -0.02157 1.005 -0.877 0.216 0.2228
O -2.28130 1.13156 1.06555 -2.501 10.290 4.232 -0.5405
C -1.72790 0.23553 0.51683 -0.414 -9.385 -1.511 0.9287
O -0.60168 -0.27667 0.62598 -0.919 1.433 -1.535 -0.7394
N -2.88971 -0.57493 0.10499 11.889 -5.178 -4.451 -0.6593
H -3.72835 -0.31701 0.19806 -7.927 2.945 0.804 0.3558
C -2.56751 -1.88890 -0.81986 -5.574 0.888 9.899 -0.2072
C -3.07332 -2.03590 -2.06815 -1.117 12.383 -3.696 -0.3498
C -1.99686 -1.31441 -3.12170 -0.043 -14.766 2.816 -0.4405
C -1.75554 -0.06410 -2.99041 0.823 10.960 -4.303 -0.3514
H -1.94121 0.37702 -2.09519 0.401 1.193 2.980 0.2110
H -2.55028 0.45722 -3.62587 0.822 -0.087 0.496 0.2030
C -0.24947 0.61283 -3.72367 -0.599 -11.857 4.405 -0.4438
C 0.50299 0.02274 -2.57739 2.193 3.958 2.536 0.4973
N 0.86153 -1.08371 -2.18897 -1.685 -6.561 -6.186 -0.3533
N 1.83869 -1.22423 -1.37079 0.970 2.608 6.217 -0.3148
C 1.81393 -0.01517 -0.69957 -1.908 -1.308 -7.567 0.2267
S 2.60686 0.66650 0.55668 1.429 0.701 0.939 0.3705
C 3.47559 -0.85450 1.05199 -1.047 0.017 2.225 -0.6337
C 2.71890 -1.33393 2.32181 -2.227 -3.058 1.551 0.6604
O 3.25468 -1.90925 3.26147 0.748 1.173 -0.831 -0.6030
N 1.29040 -1.43607 2.29361 4.859 4.456 -3.590 -0.8396
H 0.81501 -1.13067 1.47257 -0.483 0.166 -0.333 0.4134
H 0.86387 -2.07905 2.80083 -1.786 -3.445 3.019 0.3850
H 4.46902 -0.46518 1.37473 -0.499 -1.126 -0.573 0.2628
H 3.33378 -1.77761 0.41109 0.759 1.619 -0.015 0.3143
O 1.10018 0.84587 -1.60138 0.672 1.790 2.245 -0.4951
H -0.08154 -0.12597 -4.45084 0.063 0.576 -2.228 0.2672
H -0.48478 1.48448 -3.54220 -1.478 9.129 0.068 0.2279
H -1.04554 -2.13828 -2.80181 -2.144 2.617 -1.141 0.2138
H -2.34497 -1.67436 -4.02109 -0.347 -0.420 -2.488 0.2032
H -4.04956 -1.28306 -2.02718 1.699 -2.492 -0.794 0.1788
H -3.17893 -2.91855 -2.35874 -1.491 -7.454 -2.514 0.1983
H -3.22827 -2.61508 -0.13266 1.676 0.792 -1.201 0.1838
H -1.62676 -2.07249 -0.59966 4.667 -0.910 0.665 0.2153
```
Positions in Å, forces in eV/Å.

=====

| no. | total energy (eV) | molecular weight (g mol⁻¹) |
| --- | --- | --- |
| 1 | -23768.0952 | 83.16 |
| 2 | -49138.8064 | 593.22 |
| 3 | -39879.0852 | 344.44 |